Record 1
The following is a quantum chemistry calculation of a 2-piece molecular cluster, C7H3F5IN overall at a distorted geometry, from OMol25.

Last column: Mulliken charge in e.
Cartesian coordinates (Å):
N 1.495 -3.130 0.305  -0.394
C 0.871 -2.186 0.257  0.142
C -0.002 -1.102 0.381  0.384
F 0.256 -0.184 1.345  -0.294
C -1.127 -1.005 -0.389  -0.140
C -2.073 0.087 -0.309  -0.446
C -2.477 0.746 0.767  -0.047
F -3.392 1.754 0.723  -0.253
H -1.222 -1.865 -1.048  0.387
H -2.462 0.319 -1.322  0.301
H -2.440 0.613 1.842  0.373
F 2.127 2.484 0.618  -0.229
C 1.687 1.538 -0.244  0.798
F 0.460 1.856 -0.595  -0.188
C 2.299 0.454 -0.659  -0.307
F 1.761 -0.313 -1.628  -0.241
I 4.240 -0.065 -0.044  0.156

Multiplicity   1
Maximum force   3.379 eV/Å
HOMO-LUMO gap   9.25 eV
Structure (SMILES)   N#C/C(F)=C/C=C/F.FC(F)=C(F)I
Energy relative to the best compared isomer or geometry (same formula, charge and spin)   27.75 kcal per mole

***

Record 2
The following is a quantum chemistry calculation of a 14-piece molecular cluster, C7H41NO13 overall at a distorted geometry, from OMol25.

Last column: Mulliken charge in e.
Cartesian coordinates (Å):
C 2.011 0.186 -2.453  -1.453
C 2.423 0.217 -0.977  0.063
C 1.390 -0.557 -0.122  1.358
N 0.786 1.288 2.228  -0.209
C 1.679 0.203 2.236  0.801
C 1.976 -0.694 1.273  0.538
C 3.163 -1.617 1.412  -2.175
C 2.520 0.171 3.512  -1.606
H 1.792 -0.768 -2.923  0.456
H 1.137 0.815 -2.588  0.170
H 2.809 0.711 -2.986  0.342
H 2.518 1.233 -0.592  0.085
H 3.406 -0.262 -0.927  0.293
H 1.400 -1.529 -0.613  -0.926
H 0.370 -0.192 -0.118  -0.454
H 0.317 1.484 3.093  0.330
H 0.028 1.195 1.552  0.002
H 3.968 -1.012 1.835  0.484
H 3.602 -2.086 0.535  0.368
H 2.903 -2.376 2.155  0.438
H 1.853 0.427 4.341  0.476
H 3.293 0.938 3.534  0.257
H 2.845 -0.841 3.705  0.435
H 0.021 4.139 0.722  0.300
H 1.394 4.778 0.706  0.323
O 0.542 4.807 0.253  -0.755
H -2.414 0.834 1.775  0.311
H -1.921 0.110 0.553  0.316
O -1.995 1.014 0.920  -0.594
H -2.525 -4.012 1.780  0.377
H -2.502 -4.095 0.100  0.268
O -2.977 -4.055 0.922  -0.690
H -0.249 3.750 -1.056  0.329
H -1.262 3.145 -2.031  0.309
O -0.864 3.005 -1.169  -0.481
H -1.784 -0.639 -4.223  0.351
H -2.093 -1.738 -5.271  0.290
O -1.997 -0.800 -5.157  -0.634
H 4.379 -0.880 -3.855  0.327
H 3.943 -1.925 -2.864  0.308
O 4.060 -1.786 -3.812  -0.641
H 2.516 2.599 1.669  0.401
H 3.787 3.293 1.197  0.299
O 2.872 3.471 1.448  -0.660
H 1.076 -3.165 -0.725  0.344
H 0.308 -3.092 -1.965  0.325
O 0.170 -3.227 -1.026  -0.731
H -2.445 3.380 -1.567  0.354
H -2.646 2.102 -0.816  0.267
O -3.154 2.828 -1.211  -0.718
H -2.235 -2.492 3.386  0.333
H -1.241 -2.308 2.271  0.381
O -1.478 -2.893 3.007  -0.723
H -4.663 0.888 2.977  0.262
H -4.832 -0.386 2.124  0.297
O -4.175 0.202 2.510  -0.583
H -2.704 0.715 -2.442  0.305
H -1.819 -0.277 -1.547  0.432
O -2.234 -0.128 -2.404  -0.726
H -1.215 -2.083 -0.141  0.189
H -2.673 -2.238 0.177  0.297
O -1.984 -1.551 0.114  -0.436

Multiplicity   1
Maximum force   2.283 eV/Å
HOMO-LUMO gap   8.14 eV
Energy relative to the best compared isomer or geometry (same formula, charge and spin)   85.55 kcal per mole

***

Record 3
The following is a quantum chemistry calculation of C7H4Br2F6 as an isolated structure at a distorted geometry, from OMol25.

Last column: Mulliken charge in e.
Cartesian coordinates (Å):
C 0.509 1.469 0.673  -0.506
C -0.640 0.836 0.325  -0.884
C -0.013 -1.257 -0.888  -0.776
C 1.578 1.455 -0.235  0.371
C -0.921 0.089 -0.963  1.043
C 1.281 -1.214 -0.193  -0.061
C 2.955 1.913 0.276  0.824
F 1.563 1.390 -1.590  -0.273
F -0.633 0.884 -2.033  -0.262
F -2.226 -0.275 -1.146  -0.329
F 3.783 2.326 -0.711  -0.252
F 2.838 2.899 1.190  -0.275
F 3.658 0.950 0.973  -0.243
Br 2.887 -1.701 -1.084  -0.030
Br 1.486 -1.448 1.641  0.005
H 0.572 2.168 1.468  0.524
H -1.451 1.089 1.008  0.415
H -0.799 -1.886 -0.207  0.305
H -0.077 -1.885 -1.854  0.404

Multiplicity   1
Maximum force   4.473 eV/Å
HOMO-LUMO gap (alpha / beta)   7.16 / 7.80 eV
Energy relative to the best compared isomer or geometry (same formula, charge and spin)   7.32 kcal per mole

***

Record 4
The following is a quantum chemistry calculation of an isolated ion of composition C7H4F3O3S and charge -1 at a distorted geometry, from OMol25.

Last column: Mulliken charge in e.
Cartesian coordinates (Å):
O -1.801 1.686 0.345  -0.629
C -1.341 1.419 -0.749  0.625
O -1.145 1.814 -1.894  -0.772
C -0.597 -0.129 -0.690  1.102
O -0.394 -0.523 -2.016  -0.724
C 0.660 -0.100 0.116  -0.200
C 0.735 0.260 1.432  -0.690
C 1.977 0.417 1.957  -0.462
S 3.156 0.005 0.730  -0.244
C 1.884 -0.239 -0.470  -0.492
C -1.459 -1.179 -0.057  0.674
F -2.239 -0.768 0.977  -0.260
F -0.807 -2.302 0.439  -0.330
F -2.359 -1.633 -0.924  -0.309
H -0.414 0.292 -2.605  0.352
H -0.156 0.452 2.042  0.335
H 2.241 0.743 2.871  0.572
H 2.058 -0.215 -1.503  0.452

Multiplicity   1
Maximum force   4.287 eV/Å
Net charge   -1
HOMO-LUMO gap   7.43 eV
Structure (SMILES)   O=C([O-])[C@@](O)(c1ccsc1)C(F)(F)F
Energy relative to the best compared isomer or geometry (same formula, charge and spin)   6.28 kcal per mole

***

Record 5
The following is a quantum chemistry calculation of one molecule with the formula C7H4N4 at a distorted geometry, from OMol25.

Last column: Mulliken charge in e.
Cartesian coordinates (Å):
N -1.845 0.077 -3.787  -0.402
C -1.463 -0.036 -2.728  0.084
C -0.792 -0.104 -1.429  0.351
C 0.363 -0.799 -1.118  -0.377
N 0.643 -0.370 0.209  0.131
C 1.506 -0.947 1.123  0.043
C 1.598 -0.521 2.418  -0.353
N 0.774 0.557 2.802  -0.561
C -0.038 1.034 1.924  -0.212
C -0.192 0.582 0.540  0.580
N -1.060 0.793 -0.499  -0.703
H 1.092 -1.462 -1.537  0.364
H 1.991 -1.876 0.777  0.295
H 2.256 -1.021 3.133  0.346
H -0.813 1.700 2.178  0.415

Multiplicity   1
Maximum force   3.739 eV/Å
HOMO-LUMO gap   9.14 eV
Structure (SMILES)   N#Cc1cn2ccncc2n1
Energy relative to the best compared isomer or geometry (same formula, charge and spin)   12.72 kcal per mole

***

Record 6
The following is a quantum chemistry calculation of C7H4NO5Os as an isolated structure at a distorted geometry, from OMol25.

Last column: Mulliken charge in e.
Cartesian coordinates (Å):
O 0.163 0.006 -6.150  0.110
C 0.441 0.012 -5.058  0.439
Os -0.569 -0.018 -0.416  1.518
O 1.970 -0.011 -2.201  -0.175
C 1.034 -0.013 -1.499  0.173
C -2.415 -0.030 0.187  0.215
O -3.546 -0.037 0.497  -0.104
C -0.672 -1.941 -0.632  0.144
O -0.759 -3.095 -0.823  -0.111
C -0.709 1.899 -0.671  0.144
O -0.819 3.047 -0.885  -0.113
H -1.341 -0.041 -1.975  0.400
C 1.408 0.043 3.698  -0.818
C 0.806 0.025 2.437  0.575
N 0.302 0.009 1.387  -0.465
H 2.425 -0.362 3.633  0.355
H 0.825 -0.565 4.399  0.358
H 1.457 1.072 4.074  0.357

Multiplicity   5
Maximum force   8.605 eV/Å
Net charge   +3
HOMO-LUMO gap (alpha / beta)   5.43 / 3.17 eV
Expectation value of S²   6.047

***

Record 7
The following is a quantum chemistry calculation of a 3-piece molecular cluster, C7H5ClF3O3 overall at a distorted geometry, from OMol25.

Last column: Mulliken charge in e.
Cartesian coordinates (Å):
C -0.019 -3.401 -0.207  -0.169
C -0.271 -2.273 -0.590  -0.646
C 2.565 1.738 1.278  0.804
C -1.516 1.620 0.772  -1.027
C -0.396 -1.009 -1.036  -0.896
C -0.797 0.494 1.442  0.730
C 0.554 -0.533 -1.935  0.821
O 3.220 0.902 1.702  -0.394
O 1.986 2.636 0.873  -0.393
O 0.216 0.565 2.056  -0.540
F 0.316 0.751 -2.252  -0.330
F 1.816 -0.502 -1.579  -0.293
F 0.737 -1.089 -3.215  -0.364
Cl -1.916 -0.796 1.824  -0.216
H -0.066 -4.318 0.301  0.476
H -2.250 1.370 0.003  0.323
H -0.792 2.184 0.140  0.224
H -2.041 2.240 1.500  0.371
H -1.345 -0.578 -1.075  0.518

Multiplicity   1
Maximum force   3.324 eV/Å
Net charge   -1
HOMO-LUMO gap   6.00 eV
Energy relative to the best compared isomer or geometry (same formula, charge and spin)   0.00 kcal per mole

***

Record 8
The following is a quantum chemistry calculation of one molecule with the formula C7H5ClN4O at a distorted geometry, from OMol25.

Last column: Mulliken charge in e.
Cartesian coordinates (Å):
C 2.444 0.225 0.028  -1.481
C 1.176 -0.650 0.158  -0.708
C 0.014 0.255 -0.111  1.233
C -0.114 0.895 -1.422  -0.062
N -0.329 1.351 -2.452  -0.498
C -0.099 1.215 0.990  0.057
N 0.065 1.902 1.892  -0.526
C -1.419 -0.680 0.093  0.352
C -2.653 0.123 0.067  0.616
O -2.744 1.284 0.296  -0.406
Cl -4.033 -0.880 -0.161  -0.172
N -1.348 -1.986 -0.395  -0.280
N -1.408 -1.878 0.818  -0.291
H 3.247 -0.439 0.198  0.457
H 2.314 0.988 0.653  0.509
H 2.618 0.664 -1.072  0.272
H 1.199 -1.036 1.091  0.461
H 1.070 -1.354 -0.672  0.469

Multiplicity   1
Maximum force   5.937 eV/Å
HOMO-LUMO gap   10.10 eV
Structure (SMILES)   CCC(C#N)(C#N)C1(C(=O)Cl)N=N1
Energy relative to the best compared isomer or geometry (same formula, charge and spin)   29.05 kcal per mole